Computed, not measured: a molecular structure, C39H59AsN3O6P2Sn, with the ωB97M-V functional and the def2-TZVPD basis.

Results
Gap between HOMO and LUMO in Ha: 0.22024
Total energy in hartree: -5270.1162
Charge: -1
Relative energy (zero: lowest compared OMol25 entry of this formula, charge and spin) in eV: 1.375

The geometry in XYZ format:
```
111
Properties=species:S:1:pos:R:3:forces:R:3
Sn 0.32909 -0.53613 1.73679 0.0 0.2 0.6
C -0.85962 2.58845 -2.99780 0.0 -0.1 0.1
C -1.26788 2.57206 -1.52703 -0.2 0.0 0.1
C -1.29495 3.99475 -0.96198 0.0 -0.1 0.1
P -2.87226 1.74298 -1.05305 0.2 0.0 -0.3
C -3.85908 1.84833 -2.66962 -0.1 0.0 0.3
C -5.33051 2.13082 -2.34822 0.1 0.1 -0.1
C -3.73877 0.67489 -3.63693 0.1 0.1 0.0
C -2.57378 -0.07526 -0.91523 0.1 0.1 0.2
C -3.77984 -0.74758 -0.66311 0.0 0.0 0.0
C -3.89153 -2.12213 -0.56312 0.0 0.0 -0.1
C -5.22233 -2.78879 -0.33545 0.1 0.0 0.0
C -2.72378 -2.86673 -0.70693 -0.1 0.0 0.0
C -1.51680 -2.23305 -0.89622 0.1 0.0 0.0
C -1.38457 -0.83337 -0.98265 -0.1 -0.1 -0.4
N -0.10311 -0.29244 -1.10084 -0.1 0.1 0.0
C 0.50840 -0.34456 -2.29422 -0.3 0.1 0.0
C -0.12900 -0.78759 -3.49324 0.0 -0.1 0.1
C 0.44733 -0.63243 -4.73324 0.2 0.1 0.1
C 1.70089 -0.03607 -4.87608 0.0 -0.1 -0.2
C 2.31647 0.20189 -6.23301 -0.1 0.1 0.2
C 2.37827 0.29949 -3.71127 -0.2 0.1 0.0
C 1.85259 0.12124 -2.43314 0.3 -0.1 0.1
P 2.89173 0.12696 -0.92602 0.3 0.4 -0.2
C 4.65354 -0.15816 -1.56327 -0.3 -0.1 0.0
C 5.36254 0.89669 -2.43940 -0.1 -0.1 0.0
C 4.73292 -1.54461 -2.21115 0.0 0.1 0.2
C 3.01615 1.92562 -0.37515 0.0 -0.2 0.1
C 1.85896 2.18914 0.59014 0.1 -0.1 -0.4
C 4.31970 2.20879 0.37708 -0.1 -0.1 -0.1
H 0.20219 2.83453 -3.07865 0.0 0.1 0.0
H -1.42639 3.33863 -3.55607 0.0 0.0 0.0
H -0.99313 1.61760 -3.46800 0.0 0.0 -0.1
H -0.54409 1.97777 -0.97815 0.1 0.0 0.0
H -2.12729 4.56718 -1.38537 0.0 0.0 0.0
H -0.36776 4.51975 -1.20890 0.0 0.0 0.0
H -1.40638 3.98798 0.12389 0.0 0.0 0.0
H -3.45320 2.74287 -3.15180 0.0 0.0 0.0
H -5.80304 1.26371 -1.88168 0.0 0.0 0.0
H -5.88714 2.36548 -3.26093 0.0 0.0 0.0
H -5.42068 2.97465 -1.66266 -0.1 0.0 0.0
H -4.23681 -0.21090 -3.24007 0.0 0.0 0.0
H -2.69977 0.41235 -3.83171 0.0 0.0 0.0
H -4.21047 0.93590 -4.58971 0.0 0.0 0.0
H -4.68498 -0.15246 -0.55997 0.0 0.0 0.0
H -6.02221 -2.05054 -0.27065 0.0 0.0 0.0
H -5.22284 -3.36875 0.59029 0.0 0.0 0.0
H -5.45762 -3.47369 -1.15362 0.0 0.0 0.0
H -2.76958 -3.95128 -0.66725 0.0 0.0 0.1
H -0.60768 -2.81245 -1.00811 0.0 0.0 0.1
H -1.10611 -1.24582 -3.41741 -0.1 0.0 0.0
H -0.08228 -0.97711 -5.61716 0.0 0.0 0.0
H 1.83719 -0.42131 -6.98967 0.0 0.0 0.0
H 3.38454 -0.02853 -6.22874 0.0 0.0 0.0
H 2.20789 1.24603 -6.54198 0.0 0.0 -0.1
H 3.36698 0.71778 -3.82322 0.1 0.0 0.1
H 5.20134 -0.22113 -0.61827 0.0 0.0 0.0
H 5.47476 0.53486 -3.46283 0.0 0.0 0.0
H 6.36849 1.09301 -2.06023 0.0 0.0 0.0
H 4.83240 1.84822 -2.47952 0.0 0.0 0.0
H 4.14693 -1.57379 -3.12967 0.0 0.0 -0.1
H 4.33828 -2.30582 -1.53491 0.0 0.0 0.0
H 5.77015 -1.79536 -2.45116 0.0 0.0 0.0
H 2.92995 2.58033 -1.24849 0.0 0.0 0.0
H 2.00828 1.59958 1.50066 0.1 0.2 -0.2
H 0.90619 1.88644 0.16141 0.0 0.1 0.0
H 1.79663 3.24350 0.87094 0.0 0.0 0.1
H 4.45905 1.45368 1.15612 0.1 0.0 0.1
H 4.25814 3.18810 0.85918 0.0 0.0 0.1
H 5.19860 2.20852 -0.26405 0.0 0.0 0.0
O -0.09838 3.60994 3.68125 0.0 -0.2 0.2
C 0.19695 2.46649 3.31909 -0.1 0.3 -0.3
O -0.35717 1.77404 2.41311 -0.3 -0.2 0.2
C 1.36961 1.78368 4.01570 -0.2 0.1 0.3
C 2.03245 2.36149 5.08767 0.0 0.0 0.0
C 3.04640 1.64186 5.70464 0.0 0.0 -0.2
C 3.37046 0.38047 5.22482 0.0 0.1 0.1
C 2.66164 -0.11806 4.14223 0.1 -0.1 0.1
N 1.68243 0.57356 3.57686 -0.1 -0.2 -0.1
C 2.95198 -1.49119 3.53598 0.1 -0.1 -0.2
O 3.81084 -2.18638 4.07303 0.0 0.1 0.0
O 2.26451 -1.76381 2.50038 -0.3 0.1 0.1
H 1.73748 3.35329 5.39919 0.0 0.0 0.0
H 3.58366 2.07001 6.54203 0.0 0.0 0.0
H 4.15088 -0.22734 5.65946 0.0 0.0 0.0
C -3.69943 1.39022 3.10877 0.4 0.1 0.0
As -2.69271 0.11272 4.13765 -1.0 -0.5 0.7
C -2.03504 0.93384 5.76994 0.1 0.2 -0.3
C -4.10502 -1.04619 4.83507 0.2 0.1 -0.1
O -1.63360 -0.89638 3.39294 0.8 0.1 -0.5
H -4.46871 1.82784 3.74614 0.0 -0.1 0.0
H -4.15037 0.87622 2.26405 0.0 -0.1 -0.1
H -3.02300 2.15365 2.74259 0.1 0.2 -0.1
H -2.78777 0.81240 6.54820 0.0 0.0 0.0
H -1.83345 1.99085 5.60821 0.1 0.1 0.0
H -1.11248 0.43512 6.06455 0.0 0.0 -0.1
H -4.84609 -0.46978 5.38982 0.0 0.0 0.0
H -3.65427 -1.78807 5.49349 0.0 0.0 0.0
H -4.58451 -1.56359 4.00496 0.0 0.0 0.0
C 1.07198 -6.10377 0.69336 -0.1 0.0 -0.1
N 0.90828 -4.68436 0.91135 0.2 0.0 -0.1
C 1.77775 -3.80095 0.15052 -0.1 0.1 -0.1
C -0.03138 -4.22000 1.74984 -0.1 0.0 0.0
O -0.32318 -3.05448 1.95221 0.1 -0.3 0.0
H 2.13298 -6.34751 0.63405 0.0 0.0 0.1
H 0.60103 -6.41947 -0.24319 0.0 0.0 0.0
H 0.63439 -6.66699 1.51670 0.0 0.0 0.0
H 2.79418 -4.19429 0.17551 0.0 0.0 0.1
H 1.78884 -2.81664 0.60421 0.0 0.0 0.0
H 1.45763 -3.72690 -0.89270 0.0 0.0 0.0
H -0.56900 -5.03418 2.26786 0.0 0.0 0.0
```
Positions in Å, forces in eV/Å.

Atomic partial charges in e from the Mulliken method, atoms 1 to 99: Sn 2.79; C -1.62; C 3.65; C -1.75; P -0.08; C 0.47; C -1.42; C -1.03; C 1.05; C -1.62; C 0.87; C -1.72; C -1.23; C 0.74; C -1.32; N 1.52; C -0.99; C -0.73; C -0.96; C 0.34; C -1.66; C 0.04; C 0.11; P 0.37; C 0.59; C -2.06; C -1.47; C 0.37; C -0.30; C -1.76; H 0.33; H 0.49; H 0.11; H -2.34; H 0.39; H 0.42; H 0.39; H 0.44; H 0.23; H 0.43; H 0.40; H 0.17; H 0.08; H 0.44; H 0.03; H 0.34; H 0.34; H 0.34; H 0.35; H 0.47; H 0.46; H 0.27; H 0.38; H 0.35; H 0.29; H 0.36; H 0.73; H 0.56; H 0.36; H 0.36; H 0.27; H 0.25; H 0.47; H 0.62; H -0.34; H -0.69; H 0.80; H 0.21; H 0.49; H 0.38; O -0.83; C -0.44; O -0.29; C 0.67; C -0.97; C -0.37; C -0.59; C 0.11; N 0.54; C -0.20; O -0.79; O -0.65; H 0.57; H 0.43; H 0.54; C -0.86; As 0.47; C -1.14; C -1.26; O -0.54; H 0.53; H 0.17; H 0.21; H 0.46; H 0.35; H 0.29; H 0.42; H 0.35; H 0.31

Computed, not measured: 11 unconnected molecules or ions with the total composition C39H59ClNO21, with the ωB97M-V functional and the def2-TZVPD basis.

Results
Gap between HOMO and LUMO in Ha: 0.30623
Total energy in hartree: -3616.3351
Charge: -1

The geometry in XYZ format:
```
121
Properties=species:S:1:pos:R:3:forces:R:3
Cl -0.47608 -0.71529 -0.30580 0.9 -1.5 -2.3
O 0.94669 -0.46229 -0.42688 -0.1 1.2 0.8
O -1.15202 -0.21219 -1.47744 -0.1 0.4 -0.1
O -0.56461 -2.16630 -0.31771 -0.9 0.4 1.0
O -1.07260 -0.07994 0.84603 0.4 -0.4 0.7
O 3.55792 2.55727 -4.93781 -3.0 -0.1 0.7
C 2.36955 2.50296 -4.58165 2.5 -0.7 -2.1
O 1.96416 2.91622 -3.41199 0.4 0.0 1.5
C 0.58829 2.63652 -3.17127 -1.0 1.8 1.1
C -0.05584 2.42408 -4.47803 0.8 -0.5 -2.4
C 1.15067 1.93734 -5.32912 -0.3 -0.1 0.0
H 0.20460 3.59431 -2.81983 -0.1 -0.3 0.8
H 0.36951 1.83630 -2.46425 0.7 -0.1 0.1
H -0.33125 3.37473 -4.93467 -0.5 0.0 0.2
H -0.89411 1.72749 -4.46508 0.1 0.1 0.0
H 1.10465 2.27815 -6.36345 0.2 -0.1 0.1
H 1.20682 0.84887 -5.31572 0.2 -0.1 -0.1
O -6.40656 4.58018 -2.88304 1.4 -1.1 0.4
C -5.41939 3.86835 -3.00909 -2.5 1.3 -0.7
O -5.20832 2.75622 -2.33401 -0.8 -1.5 2.0
C -4.15095 1.94495 -2.85421 0.2 0.1 -0.7
C -3.35032 2.96209 -3.62742 1.4 0.5 -1.1
C -4.35066 4.05447 -3.98834 1.2 0.4 -0.8
H -4.55509 1.16338 -3.49758 -0.4 0.2 -0.2
H -3.58103 1.36758 -2.12624 -0.2 0.6 0.6
H -2.93081 2.55854 -4.54897 0.0 -0.2 0.1
H -2.50546 3.37076 -3.07307 -0.1 0.0 0.3
H -4.65738 3.95975 -5.02999 -0.6 -0.2 0.1
H -4.03382 5.09572 -3.92913 0.5 -0.1 0.2
O 3.85478 -2.83906 -3.73933 -1.8 0.5 -1.1
C 2.71561 -2.65549 -4.15276 1.8 -1.6 1.5
O 2.38207 -2.79828 -5.46811 0.2 0.0 1.1
C 1.06342 -2.27120 -5.64161 0.4 0.2 -0.5
C 0.36691 -2.29803 -4.30330 0.2 0.5 0.6
C 1.50070 -2.39691 -3.24487 -0.1 0.3 -1.5
H 0.51463 -2.83136 -6.39868 0.3 0.0 -0.1
H 1.25018 -1.25599 -5.99172 -0.4 0.1 -0.2
H -0.25884 -3.18789 -4.23486 -0.3 0.4 0.1
H -0.17813 -1.35493 -4.26315 -0.5 -0.4 0.5
H 1.28485 -3.18873 -2.52756 0.5 -0.1 -0.2
H 1.72951 -1.51671 -2.64403 -0.3 0.2 -0.2
O 2.41771 3.63634 1.21304 -0.5 -1.5 1.4
C 2.88473 2.69227 1.83461 -0.4 1.5 -2.2
O 4.20704 2.69783 1.99134 1.8 0.0 0.7
C 4.74139 1.48362 2.52913 -0.9 -1.4 -1.0
C 3.53073 0.51107 2.36959 1.1 -0.7 1.0
C 2.33967 1.38205 2.34676 -1.1 0.6 0.6
H 5.20842 1.59438 3.50776 -0.6 0.3 0.2
H 5.51311 1.03461 1.90389 0.3 0.8 -0.4
H 3.46306 -0.15579 3.22913 0.2 -0.4 -0.3
H 3.56899 -0.04688 1.43401 0.4 -0.1 0.2
H 2.01885 1.52310 3.37888 -0.3 0.4 0.1
H 1.50940 0.92401 1.80922 0.0 0.5 -0.3
O -3.09967 -1.35008 6.28343 1.7 0.3 -1.5
C -2.08726 -1.13672 5.62652 -2.8 -0.7 2.4
O -1.50016 -2.13811 4.90862 -1.0 0.6 0.5
C -0.27032 -1.69338 4.41235 1.7 0.2 -0.4
C 0.07804 -0.45530 5.23767 0.4 0.6 -0.2
C -1.28413 0.13283 5.60575 1.1 0.0 -0.3
H -0.31629 -1.53867 3.33436 -0.2 0.2 -0.1
H 0.47437 -2.46312 4.61492 -0.1 -0.2 -0.2
H 0.74488 0.28269 4.79179 -0.1 -0.2 -0.4
H 0.59743 -0.78605 6.13708 -0.2 0.0 0.2
H -1.67671 0.85083 4.88571 -0.1 -0.3 -0.4
H -1.18080 0.70336 6.52874 -0.7 -0.5 0.3
O -3.51862 -6.86778 0.58835 0.4 2.0 0.6
C -3.14702 -5.78803 1.02467 -1.1 -0.8 -1.0
O -1.88181 -5.55829 1.35738 1.2 -1.4 0.9
C -1.74442 -4.46685 2.23677 0.4 1.4 0.0
C -3.07535 -3.77648 2.30445 -0.8 1.6 -0.4
C -3.91076 -4.44286 1.22483 0.3 -1.9 0.0
H -1.01293 -3.80435 1.77405 0.0 -0.1 0.1
H -1.46411 -4.62161 3.27867 0.5 -1.2 -0.2
H -2.84872 -2.74037 2.05304 -0.5 0.2 -0.1
H -3.52388 -3.72441 3.29653 0.0 -0.5 -0.1
H -3.80275 -3.92798 0.27020 -0.4 0.0 0.0
H -4.92839 -4.75854 1.45479 -0.1 0.7 0.0
O -1.23553 5.21180 -1.52872 0.4 -0.3 0.9
C -0.98952 4.74371 -0.43462 0.1 1.1 -1.2
O -0.60329 5.54274 0.60930 -0.5 -0.7 0.1
C -0.59218 4.75443 1.85979 0.4 0.4 -1.0
C -1.30615 3.51801 1.47379 -0.5 -2.7 0.3
C -1.09147 3.30043 -0.03879 -0.9 0.4 1.0
H -1.12704 5.27942 2.65126 0.3 0.3 -0.2
H 0.44789 4.52661 2.09316 -0.1 0.4 0.1
H -2.36946 3.52568 1.71339 -0.1 0.6 -0.3
H -1.00450 2.64793 2.05695 0.5 -0.1 0.1
H -1.98380 2.84479 -0.46802 0.0 0.2 -0.2
H -0.26079 2.69336 -0.39871 0.3 0.3 0.5
O 4.50389 -5.74951 2.93030 -1.0 1.2 -0.7
C 3.76514 -4.95581 2.37224 1.0 -2.4 1.3
O 2.43121 -5.26348 2.20675 1.8 -0.3 0.8
C 1.76616 -4.20677 1.58415 -0.5 0.3 -0.8
C 2.71461 -3.06026 1.49606 1.7 1.4 -0.2
C 4.14256 -3.65117 1.73591 -1.7 0.0 -0.2
H 0.90031 -3.94590 2.19271 -0.1 -0.2 -0.5
H 1.54585 -4.50225 0.55836 -0.8 -0.2 0.2
H 2.48213 -2.32781 2.26909 0.1 0.2 -0.1
H 2.68295 -2.58534 0.51548 -0.3 0.2 0.2
H 4.81421 -3.02788 2.32625 -0.1 -0.3 0.1
H 4.64285 -3.92794 0.80789 0.0 0.2 -0.1
N -3.71962 0.89631 1.78848 0.8 -2.8 1.7
C -4.26218 -0.01324 2.74662 0.6 1.6 -1.9
C -5.48458 0.52134 3.05201 0.1 -1.7 1.2
C -5.66391 1.68752 2.32811 -2.1 0.9 0.7
C -4.56445 1.90763 1.59221 0.6 1.0 -1.6
H -2.88319 0.62809 1.28993 0.1 0.5 -0.2
H -3.71825 -0.92336 2.95212 -0.2 0.1 0.2
H -6.18619 0.10389 3.75904 0.0 0.0 -0.1
H -6.59599 2.22902 2.39448 0.3 0.4 -0.2
H -4.30697 2.68867 0.89215 -0.2 0.0 0.0
C 5.38499 1.17434 -2.44551 0.1 0.1 0.3
C 5.80283 0.04931 -1.47525 -0.6 0.5 -0.6
O 6.96554 -0.05836 -1.15000 -0.5 -0.2 0.1
C 4.68399 -0.86818 -0.95457 1.3 0.8 -0.2
H 5.96744 2.05681 -2.18074 0.1 0.0 -0.1
H 4.33981 1.48370 -2.44560 -0.1 -0.3 0.4
H 5.58018 0.93534 -3.49092 0.3 -0.2 0.1
H 3.86217 -0.22942 -0.63101 -0.2 -0.2 -0.1
H 5.12595 -1.43696 -0.13649 -0.3 -0.2 0.0
H 4.38070 -1.51005 -1.78169 -0.2 -0.1 0.1
```
Positions in Å, forces in eV/Å.

Atomic partial charges in e from the Mulliken method, atoms 1 to 99: Cl 0.83; O -0.53; O -0.55; O -0.63; O -0.46; O -0.67; C 0.55; O -0.42; C 1.16; C -0.37; C -0.13; H -0.24; H -0.55; H 0.27; H 0.34; H 0.47; H -0.43; O -0.65; C 0.54; O -0.36; C -0.25; C 0.67; C -0.69; H 0.30; H 0.02; H 0.26; H -0.42; H 0.29; H 0.29; O -0.62; C 0.38; O -0.40; C -0.38; C -0.19; C 0.60; H 0.34; H 0.12; H 0.32; H 0.05; H 0.17; H -0.41; O -0.58; C 0.40; O -0.38; C -0.72; C 0.66; C 0.58; H 0.29; H 0.34; H 0.39; H -0.75; H -0.10; H -0.17; O -0.64; C 0.35; O -0.34; C 0.47; C -0.16; C -0.30; H -0.28; H 0.21; H -0.15; H 0.41; H 0.14; H 0.38; O -0.64; C 0.38; O -0.33; C 0.60; C 0.44; C -0.42; H -0.71; H 0.27; H -0.66; H 0.49; H 0.18; H 0.33; O -0.63; C 0.37; O -0.45; C -0.35; C -0.12; C 1.25; H 0.33; H 0.13; H 0.35; H -0.08; H -0.53; H -0.21; O -0.64; C 0.16; O -0.38; C 0.59; C 0.94; C -0.43; H -0.43; H 0.18; H -0.34; H -0.20